{"formula": "C5H7NO", "method": "ωB97M-V with the def2-TZVPD basis set", "orbital_gap_ha": 0.3664, "lumo_ev": 0.75, "charge": 0, "multiplicity": 1, "molar_mass_g_mol": 97.1, "symbols": ["C", "C", "C", "C", "N", "C", "H", "H", "H", "H", "H", "O", "H", "H"], "positions_angstrom": [[2.18, 0.19, -0.43], [1.10, 0.86, -0.13], [-0.19, 0.92, 0.02], [-1.36, -0.02, -0.04], [-2.05, 0.41, 1.16], [-1.52, 1.43, 0.26], [2.78, -0.29, 0.34], [2.48, 0.02, -1.46], [-1.85, -0.51, -0.86], [-1.44, 0.31, 1.97], [-2.15, 2.08, -0.32], [0.75, -1.97, -0.53], [1.16, -2.17, 0.32], [0.12, -1.27, -0.30]]}